(1)
19
Properties=species:S:1:pos:R:3:lowdin_charge:R:1 method="wB97M-V/def2-TZVPD" homo_ev=-9.378 energy_ha=-402.360820 multiplicity=1 relative_energy_ev=0.471 smiles="CCC[C@@H](N)C(=O)O" lumo_energy_ev=0.73
O -1.5062 2.6945 -1.3572 0.10
C 1.5612 -1.7119 1.5074 -0.12
C -0.7122 2.0517 -0.7256 -0.48
C 0.8439 -1.3920 0.2022 -0.25
H -2.5522 0.1187 -0.8503 0.08
H 0.9292 -1.6994 2.3880 0.07
H 2.3735 -0.9959 1.6511 0.07
N -1.7445 -0.0512 -1.4251 0.05
H 2.0277 -2.6846 1.4318 0.06
H 0.2347 -2.2194 -0.1621 0.11
H -0.1271 3.5319 0.3336 0.13
O 0.1038 2.6093 0.1847 0.10
H -1.9463 0.1679 -2.3877 0.08
H -0.9549 -0.6004 0.8987 0.12
C -0.5153 0.5287 -0.9198 -0.30
H 1.5772 -1.1383 -0.5723 0.11
H 0.2532 0.5691 1.0861 0.10
H 0.2477 0.3990 -1.6519 0.14
C -0.0935 -0.1777 0.3683 -0.18

---

(2)
78
Properties=species:S:1:pos:R:3:lowdin_charge:R:1 method="wB97M-V/def2-TZVPD" homo_ev=-10.685 energy_ha=-2290.533857 multiplicity=1 relative_energy_ev=0.727 smiles="C[C@H]1COC(=O)O1.C[C@H]1COC(=O)O1.C[C@H]1COC(=O)O1.C[C@H]1COC(=O)O1.C[C@H]1COC(=O)O1.C[C@H]1COC(=O)O1" lumo_energy_ev=-0.04
H -3.8937 0.2327 -1.5352 0.13
H 0.7753 2.1128 -4.8077 0.14
C -2.1210 0.2225 6.2728 -0.31
H 2.0926 -1.7132 -0.5920 0.07
H -0.9878 1.3289 2.6461 0.08
O 0.3724 1.6527 -8.7155 0.16
H 0.4018 0.3914 -4.7282 0.11
C 0.0285 -2.6147 -0.6942 -0.28
H 2.9256 2.7755 -5.7209 0.09
C 2.6445 -2.6787 4.4332 -0.01
O -0.0757 0.6502 -0.4820 0.07
O 1.4879 0.4395 -2.0855 0.16
H -3.1281 -0.3818 -4.2004 0.10
C -4.0847 1.2150 -1.9668 -0.08
H 1.8816 -2.6179 5.2119 0.07
C -0.3232 1.5456 0.6089 -0.29
H 1.5271 2.2517 1.5693 0.13
H 1.9114 -3.1241 0.3310 0.08
C 2.1440 0.7833 -5.9123 -0.28
C -0.6406 0.7056 1.8212 -0.01
O -0.8192 0.6055 6.6589 0.09
H 4.2045 1.5564 -5.8761 0.08
C 3.5204 -0.5012 1.7726 -0.57
C 0.9620 2.3953 0.6470 -0.06
C -0.4816 -2.3511 -2.1253 -0.08
O 1.2295 -0.3354 6.7532 0.17
C 0.0958 -0.3445 6.4178 -0.57
C -2.6840 2.9568 -1.5734 -0.58
H -1.3975 -0.0627 1.6510 0.09
H -1.8342 -0.7978 4.3249 0.12
H -1.1301 2.2475 0.3963 0.12
H -2.5362 -1.8247 5.5856 0.14
H -2.6742 -0.1017 7.1596 0.16
H -3.9744 1.9479 -4.0181 0.15
C -2.8022 1.3811 5.5783 -0.01
H 1.9962 -3.2777 -1.3397 0.10
H -0.4491 -1.9317 0.0103 0.14
C -2.4629 0.3977 -3.8269 0.00
H 0.3392 -2.5505 -2.8147 0.14
H -1.7795 -0.0084 -3.0820 0.06
C 1.5278 -2.6482 -0.5771 -0.02
O -0.0498 1.2273 -6.5545 0.06
O 3.2067 0.4582 2.6630 0.06
H 3.4685 -0.2405 4.6612 0.14
H -3.8877 1.2998 5.6550 0.09
C -1.3825 -4.2787 -1.3847 -0.60
H -1.8631 0.8096 -4.6382 0.07
O -2.0636 -5.2472 -1.3091 0.16
C 0.7654 1.1861 -5.3796 -0.11
C 2.3794 -1.5785 3.4242 -0.33
H 0.6907 3.4482 0.5876 0.14
C -1.8326 -1.0186 5.3950 -0.07
C 3.2245 1.7610 -5.4542 -0.02
C -3.3059 1.5324 -3.2665 -0.27
O -0.4324 -3.9658 -0.5112 0.09
H 2.4767 -3.6413 3.9474 0.09
O 3.1738 -1.7296 2.2434 0.07
C 0.7494 1.3190 -7.6329 -0.58
H -0.8966 -1.3533 -2.2271 0.09
O -3.7150 2.2507 -1.0747 0.07
H -5.1464 1.2850 -2.2079 0.13
H 1.9058 0.4285 4.2377 0.12
O 1.6710 2.0104 -0.5215 0.10
H -2.5880 1.4603 4.5103 0.07
O -0.4873 -1.3548 5.7337 0.05
O 2.0081 0.9531 -7.3524 0.08
H 1.3501 -1.6601 3.0500 0.14
H 3.2549 1.7268 -4.3614 0.09
O 3.9516 -0.3475 0.6879 0.18
O -2.1412 3.8344 -0.9692 0.14
O -2.3771 2.5377 -2.8028 0.09
O -1.4649 -3.3680 -2.3749 0.07
H -2.4878 2.3323 6.0055 0.09
C 1.0621 0.9789 -1.1193 -0.57
H 2.4009 -0.2559 -5.7240 0.15
H 0.2437 0.1309 2.1178 0.07
C 2.7292 -0.1725 3.8596 -0.09
H 3.6217 -2.6877 4.9107 0.09

---

(3)
7
Properties=species:S:1:pos:R:3:lowdin_charge:R:1 method="wB97M-V/def2-TZVPD" total_charge=-2 homo_ev=0.104 energy_ha=-772.328787 multiplicity=1 relative_energy_ev=0.612 smiles="O=[N+]([O-])P(=O)([O-])[O-]" lumo_energy_ev=7.37
O 1.2670 -1.3617 -0.4750 -0.48
O 0.7702 -0.2569 1.8075 -0.48
N -0.3113 0.9312 -0.6093 -0.41
O 0.5307 1.8921 -0.5681 -0.17
O -1.1012 -1.4414 0.5305 -0.45
P 0.2318 -0.7865 0.4846 0.10
O -1.3872 1.0231 -1.1703 -0.11

---

(4)
23
Properties=species:S:1:pos:R:3:lowdin_charge:R:1 method="wB97M-V/def2-TZVPD" homo_ev="-10.014 / -10.014" energy_ha=-442.351170 multiplicity=1 relative_energy_ev=7.567 lumo_energy_ev="0.57 / -2.22"
C -0.3890 -0.7303 0.8348 -0.26
N -0.4034 1.9521 -4.1040 0.13
H 1.0125 -1.1514 -0.7978 0.06
H 1.6553 -0.9341 5.4295 -0.01
H -0.6878 -1.1836 1.7860 0.14
H 1.2926 -2.0768 0.6721 0.08
H 1.1278 1.0463 -0.7716 0.11
H 0.2926 2.5192 -0.2209 0.11
C 0.2071 1.4297 -0.3043 -0.09
C -1.1623 0.2261 -2.2694 -0.16
H -0.1255 1.2247 1.9888 0.13
H -0.4729 -0.6298 -2.2797 0.11
C -0.2160 0.7560 1.0060 -0.17
H -0.0762 -2.4938 -0.3885 0.08
C -0.8217 1.0610 -3.4321 -0.20
H 4.8173 -0.9718 0.8299 0.01
C 0.5016 -1.6568 0.0329 -0.06
H -1.8213 1.8212 -1.0029 0.15
C -1.4693 0.1855 0.3384 -0.15
H -2.4801 0.1297 0.7488 0.14
H -2.1735 -0.1735 -2.4497 0.13
O 2.5286 -1.3154 5.2901 0.00
C -1.1363 0.9658 -0.9365 -0.27